[1]
A cluster of 7 separate species, C21H54N2O21PS6 in total at a distorted geometry. Source: OMol25; level of theory: ωB97M-V/def2-TZVPD.

DFT total energy: -142924.7558 eV
Orbital gap: 8.51 eV
Highest occupied orbital energy: -12.11 eV
E_LUMO: -3.597 eV

The geometry in ORCA input format:
```
! wB97M-V def2-TZVPD RIJCOSX def2/J DEFGRID3
* xyz 1 1
O -7.2980 -2.8214 -1.0088
P -6.4889 -3.4956 -2.0164
O -6.4249 -2.6872 -3.3608
O -7.0458 -4.9314 -2.3579
C -4.8132 -3.6698 -1.3147
N -4.2294 -4.7341 -0.7892
C -2.9726 -4.3589 -0.3278
C -2.8354 -3.0503 -0.6021
N -3.9908 -2.6286 -1.2255
H -5.5658 -2.6585 -3.8034
H -7.5330 -5.2060 -1.5664
H -4.6406 -5.6500 -0.7118
H -2.3003 -5.0228 0.1722
H -2.0164 -2.3969 -0.3739
H -4.2081 -1.6954 -1.5379
O 0.0781 -2.3028 -2.2716
S 0.1355 -2.6921 -3.6520
O 1.2830 -3.3412 -4.1892
O -0.2499 -1.4504 -4.5460
C 0.5113 -0.2209 -4.3706
C 1.9172 -0.2974 -4.9176
C -1.2721 -3.6850 -4.0332
H 0.5162 0.0504 -3.3139
H -0.0570 0.5419 -4.8977
H 2.5189 -1.0169 -4.3633
H 2.4036 0.6740 -4.8386
H 1.9155 -0.6117 -5.9611
H -2.1663 -3.1957 -3.6538
H -1.1252 -4.6459 -3.5440
H -1.3253 -3.8186 -5.1101
O 5.8779 1.9911 -3.9926
S 4.8194 2.9522 -4.0220
O 3.6409 2.7196 -4.8065
O 5.4174 4.3745 -4.3911
C 6.1823 4.4970 -5.6118
C 5.3173 4.4626 -6.8558
C 4.3219 3.3382 -2.3807
H 6.9522 3.7246 -5.6387
H 6.6870 5.4575 -5.5373
H 4.8399 3.4926 -6.9827
H 5.9263 4.6581 -7.7382
H 4.5281 5.2117 -6.7947
H 5.2018 3.5463 -1.7809
H 3.7971 2.4720 -1.9861
H 3.6558 4.1958 -2.4096
O -1.8131 -0.1938 1.1652
S -1.2136 -0.5691 2.4181
O -1.5115 -1.8491 2.9871
O -1.4917 0.5637 3.4842
C -2.8617 0.9607 3.7335
C -3.6366 -0.0669 4.5334
C 0.5303 -0.3791 2.3196
H -3.3535 1.1868 2.7863
H -2.7914 1.8901 4.2931
H -3.7666 -0.9929 3.9754
H -4.6246 0.3215 4.7795
H -3.1106 -0.3114 5.4555
H 0.7580 0.5987 1.9052
H 0.9021 -1.1633 1.6634
H 0.9514 -0.4929 3.3147
O 3.9511 3.0428 0.7062
S 4.4437 2.6367 1.9905
O 4.1145 1.3410 2.5018
O 4.0416 3.7417 3.0590
C 2.6509 4.1027 3.1805
C 1.8271 3.0387 3.8784
C 6.1816 2.8673 2.0688
H 2.2472 4.3402 2.1947
H 2.6416 5.0195 3.7654
H 1.7796 2.1252 3.2888
H 0.8089 3.3966 4.0354
H 2.2673 2.7835 4.8419
H 6.4244 3.8614 1.7038
H 6.6345 2.1092 1.4335
H 6.5112 2.7338 3.0959
O 8.5158 0.8176 4.1489
S 9.1911 -0.3591 4.6080
O 10.5345 -0.6211 4.2020
O 8.2842 -1.6227 4.2837
C 7.8624 -1.8234 2.9175
C 8.9831 -2.3087 2.0195
C 9.0940 -0.4562 6.3606
H 7.4129 -0.9051 2.5359
H 7.0760 -2.5733 2.9684
H 9.7611 -1.5553 1.9097
H 8.5931 -2.5395 1.0280
H 9.4484 -3.2016 2.4360
H 8.0672 -0.2836 6.6700
H 9.7463 0.3187 6.7568
H 9.4412 -1.4360 6.6761
O -13.4486 -0.2282 -0.0768
S -12.2910 0.4835 0.3661
O -11.5792 1.3378 -0.5322
O -11.2730 -0.5571 1.0122
C -10.8695 -1.6844 0.2085
C -9.9054 -1.3082 -0.8984
C -12.6627 1.3781 1.8334
H -11.7545 -2.1852 -0.1881
H -10.3889 -2.3736 0.9007
H -10.3834 -0.6590 -1.6313
H -9.5584 -2.1983 -1.4112
H -9.0475 -0.7736 -0.4954
H -13.1768 0.7211 2.5289
H -13.3075 2.2048 1.5441
H -11.7371 1.7556 2.2586
*
```

Results of the Löwdin charge analysis, in e, for atoms 1 through 2: number 1, O, carries -0.220; number 2, P, carries 0.434


[2]
A structure of composition C3H7NO3 at a distorted geometry. Source: OMol25; level of theory: ωB97M-V/def2-TZVPD.

DFT total energy: -10853.2352 eV
Orbital gap: 8.51 eV
Highest occupied orbital energy: -8.46 eV
E_LUMO: 0.048 eV
Energy relative to the best compared isomer or geometry (same formula, charge and spin): 5.133 eV

The geometry in ORCA input format:
```
! wB97M-V def2-TZVPD RIJCOSX def2/J DEFGRID3
* xyz 0 1
C 1.0366 0.7820 -0.7335
C -0.4640 1.2381 1.2104
C 0.1238 0.2253 0.2853
N -1.1632 -1.7984 -1.0418
O 2.0414 0.1559 -1.0381
O 0.6412 -0.8979 0.8386
O -1.0172 -0.4834 -0.9814
H 0.4796 1.5781 -1.3528
H 0.3982 1.6333 1.6784
H -1.0971 0.7934 1.9026
H -0.8893 2.0753 0.5107
H -1.2131 -2.1643 -0.0984
H -0.4702 -2.2117 -1.5872
H 1.5934 -0.9258 0.4072
*
```

Results of the Löwdin charge analysis, in e, for atoms 1 through 2: number 1, C, carries -0.189; number 2, C, carries 0.015


[3]
A cluster of 8 separate species, C10H38N2O9 in total at a distorted geometry. Source: OMol25; level of theory: ωB97M-V/def2-TZVPD.

DFT total energy: -32393.0597 eV
Orbital gap: 10.26 eV
Highest occupied orbital energy: -9.85 eV
E_LUMO: 0.406 eV
SMILES: COC[C@H](C)N.COC[C@H](C)N.OCCO.O.O.O.O.O
Energy relative to the best compared isomer or geometry (same formula, charge and spin): 2.593 eV

The geometry in ORCA input format:
```
! wB97M-V def2-TZVPD RIJCOSX def2/J DEFGRID3
* xyz 0 1
C -2.5417 2.0722 -4.3528
O -2.4665 1.2888 -3.1843
C -2.1780 -0.0621 -3.4555
C -2.0884 -0.8144 -2.1504
C -0.8141 -0.4559 -1.4014
N -2.2109 -2.2528 -2.4595
H -3.2425 1.6554 -5.0853
H -1.5638 2.1425 -4.8480
H -2.8628 3.0660 -4.0532
H -2.9687 -0.5273 -4.0615
H -1.2446 -0.1690 -4.0332
H -2.9665 -0.4985 -1.5822
H -0.8815 0.5711 -1.0284
H 0.0670 -0.5521 -2.0376
H -0.6802 -1.1052 -0.5317
H -1.3875 -2.5322 -2.9875
H -2.1515 -2.7724 -1.5883
C -4.5994 -2.7943 1.4984
O -3.5904 -2.3526 2.3712
C -3.3431 -0.9572 2.3046
C -1.8544 -0.7084 2.3515
C -1.3035 -0.9288 3.7502
N -1.5129 0.6781 1.9120
H -5.5376 -2.2370 1.6477
H -4.7902 -3.8368 1.7364
H -4.3158 -2.6586 0.4481
H -3.7790 -0.5268 1.3977
H -3.7919 -0.4887 3.1896
H -1.3192 -1.3649 1.6617
H -1.7708 -0.2492 4.4681
H -0.2218 -0.8127 3.7825
H -1.5429 -1.9383 4.0952
H -2.1231 0.8995 1.1299
H -1.7124 1.3569 2.6409
O 3.6656 0.2629 0.0083
C 4.3932 1.1917 -0.7766
C 5.5098 0.5208 -1.5229
O 6.4270 -0.1252 -0.6296
H 4.2894 -0.3312 0.4607
H 3.6861 1.6251 -1.4895
H 4.7328 2.0288 -0.1528
H 6.0503 1.2339 -2.1529
H 5.0963 -0.2539 -2.1672
H 6.9582 0.5623 -0.2165
O 2.9890 0.2259 4.1367
H 2.3257 0.1168 3.4399
H 3.5887 0.8886 3.7853
O 4.6396 -2.2067 1.0171
H 3.6968 -2.3778 0.9255
H 5.0797 -2.9231 0.5522
O 1.4418 0.2485 1.7187
H 2.0598 0.1907 0.9718
H 0.5572 0.0907 1.3640
O -0.9040 3.2503 0.2105
H -1.8211 3.0426 0.0108
H -0.6408 2.6104 0.8842
O 2.0562 3.6496 -0.6401
H 2.1919 2.8170 -0.1774
H 1.2218 3.5275 -1.1049
*
```

Results of the Löwdin charge analysis, in e, for atoms 1 through 2: number 1, C, carries -0.110; number 2, O, carries -0.185


[4]
A cluster of 10 separate species, C29H63Br6N5O11 in total at a distorted geometry. Source: OMol25; level of theory: ωB97M-V/def2-TZVPD.

DFT total energy: -481311.5245 eV
Orbital gap (alpha / beta): 6.55 / 1.66 eV
Highest occupied orbital energy (alpha / beta): -10.04 / -10.04 eV
E_LUMO (alpha / beta): -3.487 / -8.379 eV
Expectation value of S²: 0.778

The geometry in ORCA input format:
```
! wB97M-V def2-TZVPD RIJCOSX def2/J DEFGRID3
* xyz 1 2
C 1.5815 -3.8056 2.1093
C 0.4959 -4.7152 1.5441
O 1.0514 -6.0356 1.2949
C 1.7415 -6.2759 0.2051
O 1.8192 -5.5859 -0.8092
O 2.1990 -7.4824 0.3678
C 3.2593 -7.9483 -0.4572
H 1.8005 -4.0380 3.1514
H 1.2906 -2.7638 1.9747
H 2.6003 -3.8696 1.7270
H 0.0871 -4.2270 0.6594
H -0.4551 -4.7486 2.0755
H 3.9159 -8.6294 0.0841
H 3.8661 -7.1022 -0.7798
H 2.8785 -8.3385 -1.4011
C 1.1729 2.6795 -3.0463
C 2.3929 3.0803 -3.7267
O 2.2203 2.4770 -5.0121
C 2.9087 2.9465 -6.0531
O 3.5657 4.0031 -5.9543
O 2.6721 2.1607 -7.0435
C 3.2357 2.4709 -8.3681
H 1.0099 1.6077 -3.1593
H 0.2508 3.1097 -3.4373
H 1.2983 3.0092 -2.0150
H 3.2638 2.6847 -3.2042
H 2.3543 4.1666 -3.8084
H 2.4983 3.0077 -8.9648
H 3.7326 1.6658 -8.9093
H 4.0456 3.1876 -8.2319
C 2.2183 3.2255 5.0042
O 2.9702 2.4530 5.5797
N 1.8239 3.0301 3.7588
C 1.2915 4.1873 3.0431
C 2.1481 1.8351 2.9396
H 1.7960 4.1727 5.3738
H 0.8707 3.8824 2.0850
H 2.1499 4.8170 2.8088
H 0.6163 4.7548 3.6835
H 1.2123 1.4889 2.5009
H 2.9108 2.0601 2.1940
H 2.6370 1.0846 3.5607
C -2.0957 0.4655 -3.4053
O -1.7947 1.2161 -2.4793
N -3.3902 0.3898 -3.8839
C -3.7134 -0.2813 -5.1242
C -4.5570 1.1180 -3.3252
H -1.3364 -0.0752 -3.9912
H -4.5033 -1.0005 -4.9075
H -2.8984 -0.8216 -5.6059
H -4.0708 0.4789 -5.8187
H -5.5084 0.6148 -3.1526
H -4.2219 1.6707 -2.4475
H -4.9015 1.8356 -4.0699
C 1.5351 -2.7154 -1.8680
O 0.6331 -1.8864 -1.7467
N 2.7291 -2.5718 -1.2587
C 3.8811 -3.4076 -1.5899
C 2.9965 -1.4240 -0.4069
H 1.5051 -3.5568 -2.5775
H 4.6762 -2.6718 -1.7096
H 3.7375 -4.0507 -2.4583
H 3.9409 -3.9993 -0.6764
H 2.2416 -0.6401 -0.4687
H 2.8967 -1.8177 0.6046
H 4.0291 -1.0782 -0.4524
C 2.0054 -1.2658 7.4980
O 0.8940 -0.9975 7.9224
N 2.2494 -1.5399 6.1822
C 3.4406 -2.1049 5.7551
C 1.2703 -1.2872 5.1550
H 2.9135 -1.2886 8.1201
H 3.4342 -2.7840 4.9025
H 3.7891 -2.7526 6.5595
H 4.2407 -1.3856 5.5802
H 0.3719 -0.7724 5.4955
H 1.7402 -0.7623 4.3233
H 0.9178 -2.2008 4.6762
C -0.2694 -0.5645 1.6184
O -0.8296 -1.2317 2.4420
N -0.7665 0.5053 0.9604
C 0.0333 1.4553 0.0909
C -2.1292 0.9273 1.2162
H 0.7320 -0.7496 1.1999
H 0.2128 2.4160 0.5734
H -0.3795 1.6785 -0.8929
H 1.0343 1.0820 -0.1253
H -2.7489 0.9436 0.3197
H -2.7449 0.3338 1.8919
H -2.1860 1.9611 1.5571
Br -3.8873 -3.8135 3.7371
C -3.8741 -3.0268 1.9873
C -4.7539 -1.9196 1.7353
Br -4.7095 -1.2892 -0.1404
H -4.0231 -3.7848 1.2184
H -2.8670 -2.6963 1.7330
H -4.3380 -1.0799 2.2923
H -5.7443 -2.2383 2.0603
Br -1.1793 5.6529 0.8985
C -1.4080 4.8288 -0.9222
C -2.2987 5.6419 -1.8409
Br -2.1883 5.0148 -3.7102
H -1.8447 3.8305 -0.8961
H -0.4014 4.8273 -1.3405
H -2.0185 6.6941 -1.8911
H -3.3380 5.5810 -1.5181
Br -7.1320 1.1100 -1.1982
C -6.6571 2.0297 0.4642
C -5.3256 2.7062 0.3026
Br -4.5159 3.1018 2.0146
H -6.6901 1.2525 1.2277
H -7.3893 2.7904 0.7347
H -5.2217 3.6342 -0.2597
H -4.6282 2.0634 -0.2346
*
```

Results of the Löwdin charge analysis, in e, for atoms 1 through 2: number 1, C, carries -0.054; number 2, C, carries -0.153


> Which formula does entry 1 have?

C21H54N2O21PS6